169
Properties=species:S:1:pos:R:3:forces:R:3 method="wB97M-V/def2-TZVPD" homo_lumo_gap_ev=8.3 e_above_lowest_kj_mol=785.2 lumo_energy_ev=0.0421 homo_ev=-8.22
C 3.84617 -0.24052 -5.22230 0.8 0.4 -0.2
C 3.73903 1.37462 -5.48094 1.4 -0.8 -0.3
P 1.97104 2.09296 -5.41980 0.3 0.1 1.1
C 0.66602 0.80968 -4.86189 -1.5 -0.6 0.3
C 0.66301 0.62002 -3.22382 0.4 -0.2 -0.3
Si 1.43604 2.59828 -7.50778 0.1 0.4 -2.1
O 2.71918 2.11916 -8.64211 -2.2 -0.4 0.6
O 0.94512 4.27822 -7.66500 2.9 -1.5 1.2
Si 2.15639 5.39185 -7.04730 -0.6 0.0 -1.4
C 3.89896 5.23116 -7.85003 1.6 -0.4 -0.2
C 5.05062 4.96469 -6.67913 -0.2 1.3 -0.3
C 6.54111 4.86730 -7.37567 -0.2 -0.2 -0.1
C 7.29344 3.41672 -7.10845 -0.2 0.9 -1.3
N 7.43202 3.11216 -5.63209 0.2 -2.8 -1.0
C 7.40600 1.62834 -5.33324 1.3 -3.7 -1.7
C 6.96128 1.17955 -3.78778 0.0 1.4 -1.1
O 7.69599 0.64402 -6.18858 -2.1 6.0 4.3
H 2.91926 -0.79945 -5.66898 1.8 1.0 1.1
H 4.81517 -0.62048 -5.80557 -2.1 0.7 1.5
H 3.98783 -0.40355 -4.05552 -0.5 0.0 -2.6
H 4.24096 1.59000 -6.52820 -1.2 -0.2 2.0
H 4.37719 1.94772 -4.67057 -1.3 -1.2 -1.6
H -0.40028 1.27051 -5.13445 2.4 -0.9 0.3
H 0.75597 -0.22748 -5.40281 -0.2 1.9 1.1
H 0.82650 1.66762 -2.68976 -0.4 -2.3 -1.1
H -0.34578 0.12890 -2.85574 2.0 1.1 -0.8
H 1.53474 -0.12350 -2.97064 -1.6 1.6 -0.2
H 0.25736 1.78219 -7.89746 0.0 0.3 -0.1
H 2.38713 1.36207 -9.21238 0.6 1.5 1.0
H 2.31684 5.35940 -5.58470 -0.1 -0.3 0.1
H 1.67041 6.75502 -7.38159 -0.2 -0.2 0.0
H 4.00719 4.38876 -8.65461 -0.4 1.5 1.4
H 4.15239 6.25506 -8.38731 -0.5 -2.1 1.1
H 4.77738 4.04901 -5.99325 0.7 1.7 -1.5
H 5.02206 5.94383 -5.99878 0.1 -2.3 -1.2
H 7.18666 5.79520 -7.02800 -1.1 -2.1 -0.6
H 6.40623 4.97219 -8.55450 0.4 -0.3 2.5
H 6.62904 2.59807 -7.61658 1.3 1.4 1.2
H 8.31910 3.44624 -7.67937 -1.9 -0.2 1.1
H 8.25483 3.58441 -5.19424 -1.1 -0.7 -0.3
H 6.35597 2.10564 -3.36698 1.4 -2.0 -0.6
H 6.25634 0.24516 -3.84227 1.7 1.8 0.0
H 7.94000 0.97483 -3.17807 -2.0 0.3 -1.1
C -4.75854 2.66770 -2.62056 0.2 -0.3 0.0
C -4.45597 3.93642 -1.84434 -0.7 0.0 -0.7
O -3.45032 3.69186 -0.84937 2.2 0.1 0.1
C -2.15159 3.69195 -1.29198 -2.0 0.7 -2.8
O -1.82758 3.88441 -2.46169 -0.2 -0.6 3.0
C -1.18797 3.47156 -0.12841 1.7 -0.5 1.8
F -1.58226 2.46097 0.69947 0.0 0.8 -0.9
F -1.06844 4.57986 0.65743 -0.4 -0.7 -0.9
F 0.07449 3.15570 -0.53369 -1.4 0.4 -0.1
H -5.03114 1.85500 -1.93898 -0.1 0.2 -0.1
H -5.57974 2.83038 -3.32465 0.1 0.0 0.1
H -3.88276 2.32996 -3.18314 -0.1 0.2 0.0
H -5.35681 4.26208 -1.31301 0.4 -0.1 0.2
H -4.15969 4.75624 -2.50804 0.2 -0.2 0.2
C -3.93523 -2.53550 1.23521 -0.4 0.4 -0.2
C -3.09866 -2.36173 -0.01925 0.3 0.0 0.9
O -3.90446 -2.54616 -1.19304 -1.2 1.3 -1.3
C -4.65599 -1.46689 -1.58418 1.7 0.9 2.7
O -4.66727 -0.39036 -0.99159 -0.3 -2.4 -1.8
C -5.42082 -1.78217 -2.86741 -1.6 -0.5 -2.1
F -6.02510 -3.00526 -2.83491 0.7 1.0 0.4
F -4.60736 -1.79081 -3.96210 -0.3 0.1 1.2
F -6.40797 -0.88126 -3.13519 1.2 -0.6 0.7
H -4.44752 -3.50339 1.22545 0.2 0.2 -0.1
H -3.30932 -2.47468 2.13026 -0.3 0.3 -1.0
H -4.71081 -1.76644 1.30298 0.2 0.1 -0.1
H -2.31761 -3.12928 -0.04555 -0.3 0.0 -0.3
H -2.59480 -1.38902 -0.03841 -0.3 -0.1 -0.1
C 4.37453 4.36727 0.66872 0.3 0.1 -0.2
C 4.41695 3.14818 1.57189 -0.5 0.7 0.2
O 5.24221 2.12313 0.99802 2.0 -0.5 0.1
C 6.59462 2.26507 1.18091 -1.3 2.7 1.7
O 7.10790 3.19965 1.79190 -0.7 -2.5 -1.6
C 7.34588 1.08599 0.56737 1.5 -1.9 -1.1
F 6.89859 0.76738 -0.68186 0.1 0.6 1.1
F 7.22152 -0.04814 1.31466 -0.2 1.2 -0.3
F 8.68399 1.31301 0.44187 -1.5 0.2 0.3
H 4.05551 4.08764 -0.34092 -0.1 0.0 0.2
H 3.68418 5.11844 1.06336 0.1 -0.1 0.0
H 5.36457 4.82376 0.57384 -0.1 0.0 0.1
H 3.40913 2.72958 1.66651 0.3 -0.2 -0.2
H 4.75528 3.40418 2.58204 0.2 -0.1 -0.3
C 10.04329 -0.42880 -7.90754 0.3 0.2 -0.2
C 10.08570 -1.64790 -7.00437 -0.6 0.8 0.2
O 10.91096 -2.67294 -7.57824 2.2 -0.6 0.1
C 12.26338 -2.53101 -7.39536 -1.5 2.6 1.6
O 12.77665 -1.59642 -6.78436 -0.7 -2.5 -1.6
C 13.01463 -3.71009 -8.00890 1.4 -1.9 -1.2
F 12.56734 -4.02870 -9.25812 0.1 0.6 1.1
F 12.89027 -4.84421 -7.26161 -0.2 1.2 -0.3
F 14.35274 -3.48307 -8.13439 -1.4 0.2 0.4
H 9.72427 -0.70844 -8.91718 -0.1 0.0 0.2
H 9.35293 0.32237 -7.51291 0.1 -0.3 -0.1
H 11.03332 0.02768 -8.00242 -0.1 -0.1 0.1
H 9.07789 -2.06650 -6.90975 0.3 -0.2 -0.1
H 10.42403 -1.39189 -5.99422 0.2 -0.1 -0.3
C -7.78304 5.22238 4.30360 -0.3 -0.1 -0.2
C -6.34152 4.85230 4.00564 -0.2 0.7 0.5
O -6.27344 3.58101 3.34210 -0.1 -0.6 -2.0
C -6.51542 3.59203 1.99156 -0.2 3.2 0.9
O -6.77926 4.60781 1.35218 0.6 -2.8 1.1
C -6.36131 2.18996 1.40721 0.3 -2.5 -1.2
F -6.97761 1.23338 2.16039 0.4 1.1 -0.3
F -5.05398 1.81306 1.31242 -1.0 0.8 0.3
F -6.88147 2.07469 0.15263 0.4 0.7 1.3
H -8.27577 4.42572 4.87096 0.1 0.1 0.0
H -7.83394 6.15116 4.87923 0.1 -0.1 -0.1
H -8.35587 5.35592 3.38078 0.2 0.1 0.1
H -5.78963 4.75029 4.94633 0.0 -0.3 -0.3
H -5.83720 5.62822 3.41912 -0.1 -0.3 -0.1
C 0.22488 -6.74733 4.86805 -0.4 -0.2 0.0
C 0.19181 -5.23372 4.97575 0.8 -0.6 0.3
O -0.92570 -4.70017 4.24939 -2.1 0.5 0.4
C -2.13715 -4.73968 4.89240 2.3 -1.3 2.3
O -2.29761 -5.19731 6.02158 -0.2 1.3 -2.8
C -3.22269 -4.09757 4.03198 -2.0 0.5 -1.3
F -3.17489 -4.50526 2.73057 0.6 -0.6 1.7
F -3.12162 -2.73768 4.00662 0.4 -1.0 0.9
F -4.48362 -4.37638 4.46804 1.5 0.1 -0.1
H 0.21912 -7.05892 3.81818 0.1 0.1 0.1
H 1.11846 -7.15118 5.35282 -0.1 0.1 -0.1
H -0.65577 -7.19651 5.33737 0.2 0.1 0.0
H 1.09620 -4.81617 4.52012 -0.6 0.0 -0.1
H 0.17504 -4.90235 6.01993 -0.3 0.0 -0.2
C -5.01658 -8.42133 11.09487 0.1 -0.4 0.0
C -4.91023 -7.53073 9.87044 -0.6 0.2 0.6
O -3.80924 -7.93800 9.04397 0.2 -1.3 -1.5
C -4.04292 -9.00178 8.20948 -3.0 0.5 1.6
O -5.11572 -9.59773 8.14488 2.8 1.1 -0.2
C -2.81150 -9.29492 7.35582 2.1 -0.8 -1.4
F -1.65441 -9.29062 8.07920 -1.2 0.1 -0.3
F -2.64166 -8.37368 6.36455 -0.6 -0.5 0.9
F -2.86618 -10.50957 6.73983 -0.4 1.2 0.8
H -4.06709 -8.44125 11.64023 -0.2 0.2 0.0
H -5.80357 -8.06542 11.76611 0.1 0.0 -0.1
H -5.24309 -9.45445 10.81393 -0.1 0.2 0.0
H -4.70813 -6.50118 10.18519 0.3 -0.2 -0.3
H -5.84478 -7.51496 9.29880 0.3 -0.2 0.0
C -9.11948 -0.38313 3.71405 0.1 0.3 0.1
C -10.36455 -0.82891 4.45888 0.2 -0.4 -0.8
O -10.42062 -0.22059 5.75808 -0.8 1.8 0.8
C -10.89513 1.06610 5.80144 -0.2 -0.9 -3.3
O -11.25886 1.69479 4.81014 0.8 -1.1 2.7
C -10.94901 1.57005 7.24163 0.0 1.1 2.5
F -9.81562 1.28149 7.94471 -0.8 0.1 -1.0
F -11.98017 1.01658 7.94201 0.7 0.2 -1.0
F -11.11273 2.92041 7.32859 0.2 -1.4 -0.6
H -8.22237 -0.58204 4.30985 -0.1 -0.1 -0.1
H -9.03235 -0.90541 2.75686 0.0 0.0 0.1
H -9.13922 0.69362 3.51966 -0.1 -0.2 0.0
H -10.32678 -1.91230 4.61609 -0.1 0.3 0.3
H -11.27538 -0.61813 3.88761 0.1 0.2 0.2
C -0.83099 1.39787 4.82272 0.3 0.1 -0.2
C -0.78858 0.17878 5.72589 -0.5 0.7 0.2
O 0.03668 -0.84627 5.15201 2.0 -0.5 0.1
C 1.38910 -0.70434 5.33490 -1.3 2.7 1.7
O 1.90237 0.23025 5.94590 -0.7 -2.5 -1.6
C 2.14035 -1.88342 4.72136 1.6 -1.7 -1.3
F 1.69306 -2.20202 3.47213 0.1 0.6 1.1
F 2.01599 -3.01754 5.46865 -0.1 1.3 -0.2
F 3.47846 -1.65639 4.59587 -1.5 0.2 0.4
H -1.15001 1.11823 3.81307 -0.1 0.0 0.2
H -1.52134 2.14904 5.21735 0.1 -0.1 0.0
H 0.15905 1.85436 4.72784 -0.1 0.0 0.1
H -1.79639 -0.23983 5.82050 0.3 -0.2 -0.2
H -0.45025 0.43478 6.73603 0.2 -0.1 -0.3